A single CH3I2NO molecule in a non-equilibrium geometry, computed with wB97M-V/def2-TZVPD.

electronic energy: -765.07257 hartree
multiplicity: 1
HOMO-LUMO gap (alpha / beta): 7.20 / 6.64 eV
charge: 0
relative energy (zero: lowest compared OMol25 entry of this formula, charge and spin): 2.487 eV
highest occupied orbital energy (alpha / beta): -8.69 / -8.25 eV

Atoms and positions in Å:
1 H 1.811 -0.533 -0.634
2 N -2.267 1.175 -0.699
3 O -0.090 -0.300 -0.382
4 H 1.060 -1.822 0.406
5 I -0.973 2.572 -0.044
6 H 1.499 0.072 0.919
7 C 1.100 -0.683 0.237
8 I -2.140 -0.481 0.197